(a)
Here is C3H8NO2P as an isolated structure from the Open Molecules 2025 dataset. Energies are from the ωB97M-V functional and the def2-TZVPD basis.

Each line ends with the Mulliken charge.
Cartesian coordinates (Å):
1 O -2.51 0.15 0.79  -0.73
2 O -1.71 -0.89 -1.10  -0.53
3 C 0.36 -0.41 0.85  0.27
4 C -0.22 1.42 -0.61  -0.67
5 H 1.18 1.54 1.12  0.28
6 H -1.05 -1.09 -1.85  0.36
7 H 1.69 -1.90 0.57  0.24
8 N 0.80 -1.55 0.14  -0.69
9 C 0.97 0.90 0.31  -0.79
10 H 0.52 -0.54 1.97  0.42
11 H -0.06 1.26 -1.62  0.33
12 H -0.55 2.39 -0.36  0.36
13 H 1.82 0.81 -0.34  0.34
14 H 0.04 -2.17 0.10  0.22
15 P -1.28 0.10 0.04  0.59

Properties
- HOMO energy: -9.74 eV
- Total charge: 0
- LUMO: 0.8 eV
- HOMO-LUMO gap: 10.500 eV



(b)
Here is one molecule with the formula C3H8NO2P from the Open Molecules 2025 dataset. Energies are from the ωB97M-V functional and the def2-TZVPD basis.

Each line ends with the Mulliken charge.
Cartesian coordinates (Å):
1 N -0.82 1.38 0.47  -0.46
2 H -0.39 -2.04 -1.92  0.37
3 C -1.50 2.09 -0.33  -0.24
4 O -2.51 -0.94 -0.93  -0.69
5 C -0.43 -1.45 1.39  -0.96
6 H 1.21 -1.47 -2.47  0.25
7 P -0.91 -0.31 0.04  0.82
8 H -1.98 1.62 -1.20  0.26
9 O 0.16 -0.34 -1.08  -0.24
10 H -0.48 -2.33 0.85  0.32
11 H 1.07 -2.28 -0.95  0.32
12 C 0.57 -1.59 -1.58  -0.79
13 H -1.45 3.07 -0.17  0.34
14 H -1.03 -1.46 2.30  0.36
15 H 0.59 -1.35 1.85  0.33

Properties
- HOMO energy: -8.80 eV
- Total charge: 0
- LUMO: 0.2 eV
- HOMO-LUMO gap: 9.044 eV



Most stable structure: (a)



(a)
Here is a 2-piece molecular cluster, C3H5B overall from the Open Molecules 2025 dataset. Energies are from the ωB97M-V functional and the def2-TZVPD basis.

Each line ends with the Mulliken charge.
Cartesian coordinates (Å):
1 H -0.35 2.01 -0.30  0.19
2 C -0.42 -0.17 0.30  -0.27
3 C 0.05 -0.66 -1.02  -0.46
4 H 0.33 1.59 1.39  0.25
5 B 1.23 0.19 -0.37  0.09
6 H -0.47 -0.16 -1.77  0.25
7 C 0.18 1.17 0.36  -0.43
8 H 0.13 -1.22 1.69  0.12
9 H 0.07 -1.78 -1.12  0.25

Properties
- HOMO energy (spin up / spin down): -8.02 / -8.01 eV
- Total charge: 0
- LUMO (spin up / spin down): -0.8 / -0.7 eV
- HOMO-LUMO gap (spin up / spin down): 7.229 / 7.275 eV



(b)
Here is one molecule with the formula C3H5B from the Open Molecules 2025 dataset. Energies are from the ωB97M-V functional and the def2-TZVPD basis.

Each line ends with the Mulliken charge.
Cartesian coordinates (Å):
1 H 0.99 -0.03 1.70  0.29
2 C 0.71 -0.33 0.69  -0.41
3 H -0.23 -0.67 -1.43  0.14
4 B -0.65 -1.03 0.41  -0.17
5 H 1.63 -0.99 0.46  0.23
6 C 0.13 0.73 -0.06  -0.28
7 C -0.84 0.04 -0.88  -0.38
8 H -1.63 0.59 -1.38  0.40
9 H -0.10 1.69 0.48  0.18

Properties
- HOMO energy: -7.54 eV
- Total charge: 0
- LUMO: 0.2 eV
- HOMO-LUMO gap: 7.716 eV



(c)
Here is one molecule with the formula C3H5B from the Open Molecules 2025 dataset. Energies are from the ωB97M-V functional and the def2-TZVPD basis.

Each line ends with the Mulliken charge.
Cartesian coordinates (Å):
1 C 0.00 0.57 0.29  -0.15
2 C 1.21 -0.14 -0.13  -0.53
3 H 2.10 0.06 0.44  0.28
4 H 0.00 1.15 1.20  0.24
5 C -1.21 -0.14 -0.13  -0.53
6 H -2.10 0.06 0.44  0.28
7 H -1.43 -0.24 -1.19  0.19
8 B 0.00 -1.06 0.29  0.02
9 H 1.43 -0.24 -1.19  0.18

Properties
- HOMO energy: -7.61 eV
- Total charge: 0
- LUMO: -0.3 eV
- HOMO-LUMO gap: 7.329 eV



(d)
Here is one molecule with the formula C3H5B from the Open Molecules 2025 dataset. Energies are from the ωB97M-V functional and the def2-TZVPD basis.

Each line ends with the Mulliken charge.
Cartesian coordinates (Å):
1 H -0.59 -1.63 1.36  0.39
2 C -0.06 -0.99 0.71  -0.49
3 C 0.64 0.84 -0.52  -0.55
4 H 0.58 2.03 -0.64  0.20
5 H 1.09 0.49 -1.41  0.27
6 H -1.47 0.70 -0.05  0.26
7 C -0.60 0.10 -0.10  -0.28
8 H 0.52 -1.74 0.23  0.19
9 B 0.89 0.25 0.95  0.02

Properties
- HOMO energy (spin up / spin down): -7.61 / -7.62 eV
- Total charge: 0
- LUMO (spin up / spin down): -0.6 / -0.3 eV
- HOMO-LUMO gap (spin up / spin down): 7.064 / 7.299 eV



Most stable structure: (c)



(a)
Here is one molecule with the formula C2H2N2OS from the Open Molecules 2025 dataset. Energies are from the ωB97M-V functional and the def2-TZVPD basis.

Each line ends with the Mulliken charge.
Cartesian coordinates (Å):
1 S 2.06 -0.28 0.00  -0.13
2 H 1.74 1.01 -0.25  0.19
3 N -2.94 -0.61 0.00  -0.33
4 N 0.38 -0.65 -0.02  -0.27
5 C -1.87 -0.16 -0.06  0.11
6 C -0.53 0.37 0.02  0.68
7 O -0.32 1.57 0.04  -0.56
8 H 0.13 -1.57 0.32  0.31

Properties
- HOMO energy: -9.56 eV
- Total charge: 0
- LUMO: 0.0 eV
- HOMO-LUMO gap: 9.599 eV



(b)
Here is one molecule with the formula C2H2N2OS from the Open Molecules 2025 dataset. Energies are from the ωB97M-V functional and the def2-TZVPD basis.

Each line ends with the Mulliken charge.
Cartesian coordinates (Å):
1 C -0.11 -0.07 -0.33  0.07
2 H 0.26 0.81 -1.01  0.31
3 N -1.26 -0.43 0.04  -0.39
4 C -2.36 0.18 0.06  0.41
5 O 2.57 -0.20 -0.07  -0.47
6 S 1.35 -1.21 0.23  0.10
7 H 2.92 0.27 0.77  0.37
8 N -3.37 0.66 0.30  -0.40

Properties
- HOMO energy: -9.65 eV
- Total charge: 0
- LUMO: -0.5 eV
- HOMO-LUMO gap: 9.189 eV



Most stable structure: (a)



(a)
Here is a 2-piece molecular cluster, C3H11N2 overall from the Open Molecules 2025 dataset. Energies are from the ωB97M-V functional and the def2-TZVPD basis.

Each line ends with the Mulliken charge.
Cartesian coordinates (Å):
1 H 0.40 -1.54 3.12  0.25
2 C -0.34 -0.45 1.48  -0.05
3 H -0.68 1.58 -3.03  0.34
4 N 0.68 -0.97 0.60  -0.68
5 H -0.72 -0.14 3.56  0.26
6 H 0.49 -1.96 0.43  0.25
7 C -0.41 0.66 -2.41  -0.76
8 H 1.55 -0.98 1.15  0.26
9 H 0.33 0.21 -3.04  0.36
10 H -0.47 1.44 -0.58  0.37
11 H 1.06 1.82 -1.18  0.34
12 H -1.26 0.02 -2.14  0.30
13 H 0.56 0.19 -0.63  0.44
14 C -0.20 -0.70 2.79  -0.75
15 N 0.31 1.11 -1.15  -0.31
16 H -1.30 -0.28 1.03  0.38

Properties
- HOMO energy: -13.40 eV
- Total charge: +1
- LUMO: -3.2 eV
- HOMO-LUMO gap: 10.224 eV



(b)
Here is a 2-piece molecular cluster, C3H11N2 overall from the Open Molecules 2025 dataset. Energies are from the ωB97M-V functional and the def2-TZVPD basis.

Each line ends with the Mulliken charge.
Cartesian coordinates (Å):
1 C -1.89 0.55 -0.03  -0.79
2 H -1.32 -1.65 -1.39  0.33
3 C 0.30 0.00 0.73  0.01
4 H -0.06 -2.26 -0.29  0.28
5 H -2.06 0.70 -1.10  0.35
6 H 2.82 0.93 -1.09  0.26
7 C -0.97 -1.68 -0.35  -0.79
8 H -1.70 1.51 0.44  0.28
9 H 2.60 2.12 0.00  0.27
10 H -2.79 0.11 0.40  0.34
11 H 0.43 1.00 1.13  0.24
12 H 3.42 0.77 0.41  0.27
13 H 1.12 -0.69 0.85  0.26
14 N -0.78 -0.35 0.15  0.11
15 N 2.62 1.11 -0.11  -0.76
16 H -1.74 -2.18 0.24  0.35

Properties
- HOMO energy: -14.42 eV
- Total charge: +1
- LUMO: -4.2 eV
- HOMO-LUMO gap: 10.253 eV



Most stable structure: (b)



(a)
Here is a 2-piece molecular cluster, C3H11N2 overall from the Open Molecules 2025 dataset. Energies are from the ωB97M-V functional and the def2-TZVPD basis.

Each line ends with the Mulliken charge.
Cartesian coordinates (Å):
1 H -2.23 -1.28 -1.36  0.23
2 H -3.76 -2.42 -2.75  0.27
3 H 3.04 1.18 -0.73  0.24
4 H -2.41 -2.43 -0.11  0.26
5 H 1.62 1.06 2.62  0.26
6 H 1.60 0.12 1.15  0.24
7 C -3.96 -2.57 -1.69  -0.80
8 N 3.02 1.96 -0.09  -0.31
9 N 1.92 0.91 1.67  -0.29
10 H 2.73 2.74 1.81  0.32
11 H -3.94 -3.65 -1.54  0.27
12 H -4.97 -2.21 -1.52  0.25
13 C 2.56 1.92 1.13  0.28
14 H -3.56 -1.10 -0.17  0.27
15 H 3.44 2.81 -0.41  0.25
16 C -2.99 -1.80 -0.78  -0.76

Properties
- HOMO energy: -13.81 eV
- Total charge: +1
- LUMO: -4.0 eV
- HOMO-LUMO gap: 9.759 eV



(b)
Here is an isolated ion of composition C3H11N2 and charge +1 from the Open Molecules 2025 dataset. Energies are from the ωB97M-V functional and the def2-TZVPD basis.

Each line ends with the Mulliken charge.
Cartesian coordinates (Å):
1 H 2.04 -0.60 -0.26  0.37
2 H -0.41 0.82 -1.00  0.40
3 H 1.80 1.42 -0.87  0.24
4 C 1.40 -0.10 0.45  -0.53
5 H -0.42 -0.10 1.54  0.32
6 H 0.17 -1.70 1.43  0.38
7 H 1.03 1.95 0.45  0.25
8 H 1.87 0.28 1.38  0.33
9 N 1.02 1.21 -0.25  -0.67
10 H -1.89 -1.38 0.24  0.38
11 N -1.34 0.35 -0.81  -0.28
12 H -1.97 0.27 -1.63  0.36
13 C -0.98 -1.00 -0.26  -0.59
14 C 0.08 -0.77 0.86  -0.62
15 H -1.93 0.94 -0.23  0.34
16 H -0.47 -1.57 -1.05  0.33

Properties
- HOMO energy: -14.59 eV
- Total charge: +1
- LUMO: -3.2 eV
- HOMO-LUMO gap: 11.391 eV



Most stable structure: (a)



(a)
Here is a 2-piece molecular cluster, C3H11N2 overall from the Open Molecules 2025 dataset. Energies are from the ωB97M-V functional and the def2-TZVPD basis.

Each line ends with the Mulliken charge.
Cartesian coordinates (Å):
1 H -2.67 -0.66 0.92  0.34
2 H -1.24 1.22 -1.16  0.35
3 H -0.66 0.25 1.68  0.31
4 N 0.59 -0.01 0.30  -0.17
5 C -1.63 0.91 -0.19  -0.36
6 H -1.43 -1.17 -0.22  0.34
7 N 3.42 -1.05 -0.58  -0.43
8 C -2.30 -0.52 -0.10  -1.10
9 H 4.00 -0.22 -0.53  0.22
10 H -2.45 1.55 0.10  0.32
11 C -0.38 0.85 0.79  -0.32
12 H 2.46 -0.82 -0.62  0.21
13 H -3.06 -0.71 -0.84  0.35
14 H 3.92 -1.90 -0.73  0.21
15 H 1.53 0.41 0.16  0.33
16 H -0.09 1.87 1.00  0.39

Properties
- HOMO energy: -13.75 eV
- Total charge: +1
- LUMO: -9.1 eV
- HOMO-LUMO gap: 4.618 eV



(b)
Here is a 2-piece molecular cluster, C3H11N2 overall from the Open Molecules 2025 dataset. Energies are from the ωB97M-V functional and the def2-TZVPD basis.

Each line ends with the Mulliken charge.
Cartesian coordinates (Å):
1 H 1.62 0.63 -1.08  0.27
2 H 3.29 0.40 -1.14  0.31
3 C -1.60 -0.27 0.15  0.32
4 C 2.44 0.43 -0.42  -0.84
5 H -1.36 -1.38 0.27  0.31
6 H -1.56 1.64 0.71  0.27
7 N -1.16 0.70 0.85  -0.33
8 N -2.47 0.00 -0.83  -0.38
9 C 2.45 -0.86 0.27  -0.71
10 H 3.49 -0.97 0.84  0.26
11 H -3.14 -0.82 -1.17  0.29
12 H 1.68 -1.04 1.09  0.20
13 H 2.56 1.29 0.24  0.28
14 H -0.86 0.51 1.82  0.31
15 H 2.53 -1.82 -0.45  0.24
16 H -2.54 0.83 -1.28  0.21

Properties
- HOMO energy: -14.25 eV
- Total charge: +1
- LUMO: -4.4 eV
- HOMO-LUMO gap: 9.883 eV



(c)
Here is a 2-piece molecular cluster, C3H11N2 overall from the Open Molecules 2025 dataset. Energies are from the ωB97M-V functional and the def2-TZVPD basis.

Each line ends with the Mulliken charge.
Cartesian coordinates (Å):
1 N 1.02 1.50 0.34  -0.69
2 C -1.56 -2.57 0.54  -0.62
3 H 0.50 0.04 0.09  0.37
4 N 0.16 -0.99 -0.17  -0.29
5 H 1.10 1.81 -1.73  0.34
6 H 2.03 1.58 0.46  0.26
7 H -2.31 -2.92 1.24  0.26
8 H -0.20 -0.97 -1.13  0.41
9 H 0.96 -1.61 -0.17  0.39
10 C 0.60 2.23 -0.87  -0.90
11 H 0.83 3.30 -0.84  0.34
12 H -0.99 -0.85 1.65  0.29
13 H 0.62 1.93 1.17  0.26
14 C -0.88 -1.47 0.77  -0.01
15 H -1.40 -3.15 -0.36  0.25
16 H -0.48 2.14 -0.99  0.33

Properties
- HOMO energy: -14.89 eV
- Total charge: +1
- LUMO: -3.1 eV
- HOMO-LUMO gap: 11.808 eV



Most stable structure: (c)